Record 1
DFT (ωB97M-V with the def2-TZVPD basis set) results for a structure of composition C37H62CrN7O8P3SSi4Te in a non-equilibrium geometry.

Summary:
Expectation value of S²   3.83
LUMO energy (spin up / spin down)   1.94 / 1.90 eV
Charge   -1
ΔE to the lowest compared entry with this formula, charge and spin   0.000 eV
2S+1   4

Atoms and positions in Å:
Cr1 -1.146 -0.080 0.745
C1 2.104 1.685 3.721
C2 0.980 2.699 3.648
O1 0.977 3.470 4.856
P1 -0.658 1.928 3.510
O2 -0.983 1.303 4.942
O3 -1.647 3.138 3.369
O4 -0.851 0.835 2.514
P2 1.043 3.854 2.200
O5 2.550 4.437 2.189
O6 0.119 4.951 2.665
O7 0.759 3.085 0.961
H1 1.974 1.029 4.583
H2 3.043 2.228 3.840
H3 2.147 1.073 2.821
H4 0.627 4.342 4.614
H5 -1.348 0.414 4.831
H6 -1.160 3.962 3.044
H7 3.085 3.900 1.591
C3 -2.224 5.975 0.443
C4 -3.184 5.592 -0.690
C5 -2.396 5.423 -1.994
C6 -4.184 6.732 -0.883
C7 -3.872 4.266 -0.353
C8 -5.269 4.144 -0.380
C9 -5.916 2.977 -0.022
C10 -5.146 1.897 0.376
S1 -5.652 0.360 1.003
C11 -3.994 -0.068 1.236
N1 -3.128 0.825 0.837
C12 -3.748 1.975 0.368
C13 -3.109 3.161 0.009
C14 -3.538 -1.296 1.872
C15 -4.423 -2.173 2.498
C16 -3.922 -3.271 3.175
C17 -2.547 -3.462 3.235
C18 -1.676 -2.582 2.601
C19 -2.148 -1.484 1.886
H8 -1.787 6.957 0.250
H9 -1.399 5.270 0.549
H10 -2.748 6.018 1.401
H11 -1.914 6.362 -2.277
H12 -3.049 5.109 -2.812
H13 -1.617 4.673 -1.875
H14 -3.636 7.658 -1.065
H15 -4.804 6.882 0.003
H16 -4.841 6.562 -1.739
H17 -5.872 4.990 -0.678
H18 -6.997 2.921 -0.035
H19 -2.026 3.209 0.077
H20 -5.493 -1.999 2.468
H21 -4.594 -3.965 3.664
H22 -2.146 -4.311 3.777
H23 -0.606 -2.743 2.665
C20 1.635 1.624 -3.846
N2 0.834 0.403 -3.825
C21 -0.416 0.648 -4.541
N3 -1.174 1.793 -4.042
C22 -0.301 2.965 -4.048
N4 0.945 2.791 -3.308
C23 0.716 2.659 -1.865
P3 -0.367 1.216 -1.455
C24 0.584 -0.021 -2.447
C25 -1.701 1.535 -2.701
H24 1.902 1.837 -4.886
H25 2.552 1.455 -3.277
H26 -1.039 -0.247 -4.481
H27 -0.173 0.837 -5.590
H28 -0.846 3.821 -3.643
H29 -0.041 3.180 -5.089
H30 0.291 3.577 -1.467
H31 1.663 2.520 -1.342
H32 0.056 -0.977 -2.434
H33 1.532 -0.182 -1.930
H34 -2.298 2.393 -2.376
H35 -2.374 0.675 -2.726
O8 -2.029 -1.057 -0.777
N5 -1.720 -2.150 -1.370
C26 -2.658 -2.580 -2.174
C27 -2.428 -3.765 -2.928
N6 -2.264 -4.711 -3.560
C28 -3.902 -1.887 -2.318
N7 -4.901 -1.330 -2.431
C29 2.693 -6.453 -0.252
Si1 1.434 -5.098 0.140
C30 0.142 -5.037 -1.222
C31 0.577 -5.560 1.752
Si2 2.542 -3.024 0.287
Te1 1.242 -1.011 0.979
Si3 3.697 -2.544 -1.717
C32 5.210 -3.667 -1.885
C33 2.662 -2.813 -3.269
C34 4.301 -0.753 -1.666
Si4 4.059 -2.968 2.093
C35 3.107 -3.208 3.702
C36 4.925 -1.293 2.132
C37 5.384 -4.315 1.983
H36 2.166 -7.398 -0.414
H37 3.400 -6.603 0.565
H38 3.266 -6.235 -1.155
H39 -0.513 -5.911 -1.170
H40 0.583 -5.012 -2.219
H41 -0.476 -4.143 -1.111
H42 0.039 -6.503 1.618
H43 -0.150 -4.800 2.038
H44 1.282 -5.686 2.575
H45 4.927 -4.713 -2.014
H46 5.876 -3.604 -1.024
H47 5.779 -3.366 -2.771
H48 2.216 -3.809 -3.296
H49 3.324 -2.723 -4.137
H50 1.865 -2.080 -3.393
H51 5.283 -0.685 -1.192
H52 3.618 -0.114 -1.103
H53 4.390 -0.353 -2.680
H54 2.254 -2.529 3.755
H55 3.761 -3.002 4.554
H56 2.736 -4.230 3.801
H57 4.206 -0.480 2.031
H58 5.649 -1.204 1.319
H59 5.458 -1.160 3.078
H60 4.963 -5.298 1.769
H61 5.909 -4.380 2.942
H62 6.127 -4.094 1.216

***

Record 2
DFT (ωB97M-V with the def2-TZVPD basis set) results for a structure of composition C37H64As3N3O7PPbS2 in a non-equilibrium geometry.

Summary:
LUMO energy   -2.54 eV
Charge   +1
ΔE to the lowest compared entry with this formula, charge and spin   0.000 eV

Atoms and positions in Å:
Pb1 -1.031 -0.699 0.492
C1 -0.626 -0.518 5.231
C2 -0.858 -0.012 3.836
N1 -0.246 -0.582 2.836
N2 0.592 -1.651 3.159
C3 0.479 -2.832 2.568
S1 -0.652 -3.239 1.412
S2 1.655 -4.009 3.202
C4 0.646 -4.634 4.626
C5 -0.389 -5.568 4.112
C6 -0.035 -6.873 3.790
C7 -0.963 -7.729 3.232
C8 -2.251 -7.285 2.980
C9 -2.613 -5.988 3.303
C10 -1.683 -5.129 3.862
C11 -1.798 1.060 3.640
C12 -1.853 2.082 4.609
C13 -2.777 3.091 4.563
C14 -3.742 3.082 3.555
C15 -3.728 2.103 2.599
C16 -2.747 1.081 2.567
O1 -2.808 0.211 1.614
H1 -1.036 -1.529 5.297
H2 -1.132 0.089 5.974
H3 0.436 -0.579 5.467
H4 0.229 -3.776 5.149
H5 1.379 -5.132 5.257
H6 0.977 -7.205 3.973
H7 -0.681 -8.743 2.991
H8 -2.972 -7.950 2.530
H9 -3.617 -5.641 3.114
H10 -1.966 -4.115 4.110
H11 -1.099 2.100 5.382
H12 -2.766 3.876 5.301
H13 -4.490 3.860 3.520
H14 -4.467 2.092 1.812
C17 1.873 2.639 2.373
As1 0.949 1.835 0.803
C18 -0.549 3.107 0.818
C19 1.918 2.821 -0.643
C20 3.132 2.192 -1.320
C21 4.228 1.863 -0.310
C22 2.751 0.931 -2.118
As2 1.818 -0.658 -1.335
C23 2.956 -1.953 -2.297
C24 -0.273 -2.345 -4.008
C25 3.699 3.176 -2.363
As3 4.427 5.040 -2.037
C26 2.736 6.052 -1.880
C27 4.932 5.169 -0.124
H15 1.721 3.718 2.374
H16 2.943 2.439 2.365
H17 1.442 2.232 3.287
H18 -0.195 4.129 0.674
H19 -1.072 3.055 1.770
H20 -1.261 2.865 0.031
H21 2.223 3.770 -0.198
H22 1.163 3.041 -1.408
H23 3.857 1.159 0.428
H24 4.565 2.759 0.199
H25 5.080 1.417 -0.822
H26 3.664 0.557 -2.591
H27 2.079 1.233 -2.929
H28 2.973 -1.702 -3.356
H29 2.578 -2.964 -2.173
H30 3.973 -1.903 -1.909
H31 0.782 -2.269 -4.257
H32 -0.833 -2.862 -4.789
H33 -0.381 -2.900 -3.075
H34 2.943 3.348 -3.139
H35 4.534 2.675 -2.867
H36 2.101 5.854 -2.742
H37 2.972 7.115 -1.878
H38 2.187 5.825 -0.970
H39 5.819 4.574 0.089
H40 4.131 4.893 0.560
H41 5.189 6.212 0.059
C28 -4.248 1.368 -1.248
C29 -4.357 0.284 -2.321
C30 -5.019 -0.972 -1.777
C31 -5.110 0.810 -3.540
O2 -2.992 -0.019 -2.733
P1 -2.471 -1.509 -2.805
O3 -3.128 -2.412 -3.735
O4 -1.809 -1.931 -1.548
O5 -0.806 -1.046 -3.753
C32 -0.743 -0.093 -4.869
C33 0.649 -0.119 -5.505
C34 -1.800 -0.412 -5.920
C35 -0.970 1.282 -4.240
H42 -5.245 1.723 -0.998
H43 -3.662 2.208 -1.617
H44 -3.775 0.970 -0.351
H45 -5.993 -0.742 -1.356
H46 -4.386 -1.410 -1.005
H47 -5.148 -1.694 -2.581
H48 -6.131 1.050 -3.256
H49 -5.138 0.054 -4.320
H50 -4.635 1.708 -3.929
H51 0.804 -1.005 -6.116
H52 1.429 -0.059 -4.747
H53 0.740 0.746 -6.158
H54 -1.525 -1.298 -6.488
H55 -1.901 0.420 -6.612
H56 -2.757 -0.599 -5.444
H57 -0.355 1.377 -3.345
H58 -2.009 1.402 -3.954
H59 -0.706 2.066 -4.945
N3 3.161 -0.800 3.097
C36 3.803 -1.669 2.109
C37 2.908 -1.786 0.878
O6 2.382 -2.799 0.496
O7 2.777 -0.641 0.270
H60 3.761 -0.689 3.908
H61 1.550 -1.389 3.494
H62 2.997 0.119 2.690
H63 3.937 -2.660 2.543
H64 4.777 -1.282 1.773

***

Record 3
DFT (ωB97M-V with the def2-TZVPD basis set) results for a structure of composition C37H64CsF6GeN5O3P in a non-equilibrium geometry.

Summary:
LUMO energy (spin up / spin down)   -3.47 / -5.63 eV
Charge   +1
ΔE to the lowest compared entry with this formula, charge and spin   0.226 eV

Atoms and positions in Å:
Cs1 0.665 -1.113 -0.970
C1 -2.130 -2.127 2.861
C2 -0.738 -2.729 2.987
C3 -0.789 -4.040 3.757
C4 0.215 -1.757 3.667
O1 -0.175 -2.958 1.671
Ge1 -0.933 -3.913 0.390
O2 0.329 -4.094 -0.847
C5 1.378 -5.105 -0.885
C6 2.529 -4.643 0.002
C7 1.808 -5.202 -2.337
C8 0.835 -6.445 -0.401
O3 -1.989 -2.698 -0.365
C9 -3.090 -2.910 -1.266
C10 -3.790 -4.231 -0.967
C11 -4.032 -1.741 -1.039
C12 -2.554 -2.902 -2.693
H1 -2.517 -1.853 3.847
H2 -2.829 -2.844 2.411
H3 -2.109 -1.241 2.223
H4 -1.187 -3.883 4.763
H5 0.212 -4.471 3.838
H6 -1.436 -4.761 3.244
H7 -0.125 -1.543 4.687
H8 0.279 -0.819 3.107
H9 1.217 -2.196 3.716
H10 3.005 -3.747 -0.413
H11 3.288 -5.428 0.079
H12 2.165 -4.412 1.011
H13 2.196 -4.240 -2.689
H14 0.960 -5.501 -2.964
H15 2.603 -5.950 -2.442
H16 0.576 -6.401 0.665
H17 1.580 -7.233 -0.532
H18 -0.060 -6.716 -0.968
H19 -4.123 -4.254 0.077
H20 -3.114 -5.081 -1.139
H21 -4.664 -4.361 -1.612
H22 -4.389 -1.735 -0.004
H23 -4.897 -1.803 -1.712
H24 -3.507 -0.795 -1.222
H25 -1.802 -3.690 -2.826
H26 -2.086 -1.933 -2.916
H27 -3.364 -3.065 -3.412
C13 -1.445 1.839 2.232
C14 -2.836 1.705 1.649
C15 -3.925 1.384 2.457
C16 -5.206 1.295 1.939
C17 -5.415 1.528 0.587
C18 -4.355 1.844 -0.256
C19 -4.566 2.087 -1.733
C20 -3.072 1.928 0.296
N1 -1.990 2.202 -0.599
C21 -1.584 3.389 -0.714
C22 -2.066 4.561 0.102
C23 -0.602 3.652 -1.852
C24 -0.571 5.013 -2.475
N2 0.084 2.687 -2.299
C25 0.965 2.507 -3.260
C26 2.314 3.006 -3.075
C27 2.692 3.723 -1.816
C28 3.192 2.772 -4.081
C29 2.799 2.044 -5.226
C30 1.486 1.549 -5.396
C31 0.548 1.753 -4.436
C32 -0.865 1.258 -4.553
H28 -1.362 1.281 3.163
H29 -1.214 2.885 2.461
H30 -0.666 1.479 1.552
H31 -3.753 1.206 3.516
H32 -6.040 1.043 2.585
H33 -6.417 1.463 0.170
H34 -5.590 1.850 -2.021
H35 -3.886 1.472 -2.333
H36 -4.379 3.134 -2.005
H37 -2.788 4.223 0.841
H38 -2.541 5.320 -0.528
H39 -1.228 5.043 0.619
H40 -1.570 5.272 -2.841
H41 0.136 5.055 -3.302
H42 -0.297 5.756 -1.722
H43 1.988 4.527 -1.574
H44 3.689 4.154 -1.907
H45 2.703 3.017 -0.976
H46 4.214 3.115 -3.981
H47 3.540 1.842 -5.993
H48 1.227 0.985 -6.284
H49 -0.947 0.507 -5.335
H50 -1.540 2.082 -4.806
H51 -1.223 0.835 -3.610
C33 3.173 3.916 3.702
N3 2.445 3.008 2.822
C34 1.550 3.641 1.872
C35 2.720 1.645 2.741
N4 2.166 0.890 1.854
N5 3.637 1.200 3.700
C36 4.404 0.023 3.338
C37 3.174 1.205 5.090
H52 3.359 4.851 3.170
H53 4.128 3.486 3.986
H54 2.611 4.159 4.610
H55 0.693 4.106 2.374
H56 1.192 2.893 1.173
H57 2.089 4.426 1.326
H58 2.536 -0.049 1.940
H59 4.672 0.056 2.284
H60 3.859 -0.912 3.535
H61 5.323 -0.001 3.924
H62 2.379 1.937 5.227
H63 3.986 1.450 5.777
H64 2.774 0.223 5.373
F1 2.229 -0.369 -2.735
P1 3.778 -0.699 -2.207
F2 3.849 0.802 -1.670
F3 5.211 -1.021 -1.647
F4 3.099 -1.129 -0.771
F5 3.573 -2.192 -2.714
F6 4.341 -0.255 -3.633

***

Record 4
DFT (ωB97M-V with the def2-TZVPD basis set) results for a structure of composition C37H64F12N2O12Si2 in a non-equilibrium geometry.

Summary:
LUMO energy   -0.33 eV
Charge   0

Atoms and positions in Å:
C1 1.040 2.376 1.004
C2 2.033 1.902 -0.113
C3 1.285 1.746 -1.484
C4 2.251 1.015 -2.483
C5 2.332 1.657 -3.900
C6 2.564 3.204 -3.897
C7 1.651 3.977 -4.927
C8 2.158 5.456 -4.973
C9 1.280 6.475 -4.188
C10 0.821 6.003 -2.775
C11 1.554 6.697 -1.585
C12 1.181 5.991 -0.226
C13 0.075 6.782 0.577
C14 -1.321 6.063 0.421
C15 -2.316 6.813 -0.517
C16 -3.626 5.951 -0.656
Si1 -3.651 4.820 -2.183
O1 -2.011 4.326 -2.425
C17 -1.904 3.021 -2.520
N1 -1.876 1.980 -2.951
O2 -4.088 5.794 -3.513
Si2 -3.402 5.301 -4.968
O3 -2.129 6.328 -5.490
N2 -2.051 6.206 -6.890
O4 -1.048 5.704 -7.218
C18 -4.858 3.406 -1.873
C19 -5.578 2.937 -3.200
C20 -6.021 3.796 -0.869
C21 -6.764 2.474 -0.410
H1 1.068 1.734 1.907
H2 -0.005 2.437 0.636
H3 1.364 3.380 1.350
H4 2.526 0.937 0.115
H5 2.791 2.707 -0.232
H6 0.942 2.739 -1.837
H7 0.379 1.116 -1.379
H8 1.901 -0.028 -2.621
H9 3.264 1.014 -2.023
H10 3.159 1.218 -4.504
H11 1.404 1.464 -4.484
H12 3.610 3.429 -4.210
H13 2.476 3.650 -2.882
H14 1.676 3.450 -5.895
H15 0.634 3.950 -4.474
H16 2.122 5.770 -6.043
H17 3.237 5.501 -4.711
H18 1.916 7.378 -4.027
H19 0.436 6.836 -4.807
H20 -0.254 6.278 -2.681
H21 0.866 4.912 -2.609
H22 1.254 7.761 -1.588
H23 2.645 6.570 -1.761
H24 0.853 4.951 -0.437
H25 2.078 5.883 0.423
H26 0.397 6.834 1.636
H27 -0.047 7.817 0.195
H28 -1.779 6.036 1.436
H29 -1.226 5.005 0.102
H30 -2.602 7.746 0.020
H31 -1.869 7.134 -1.477
H32 -4.563 6.533 -0.563
H33 -3.630 5.243 0.208
H34 -2.969 3.892 -4.893
H35 -4.443 5.361 -6.008
H36 -4.394 2.486 -1.456
H37 -6.229 2.061 -3.037
H38 -6.079 3.766 -3.733
H39 -4.761 2.581 -3.874
H40 -5.644 4.277 0.051
H41 -6.734 4.493 -1.358
H42 -6.484 2.294 0.648
H43 -7.853 2.627 -0.520
H44 -6.432 1.582 -0.969
C22 -1.235 -3.021 5.400
C23 0.098 -2.304 5.341
O5 0.589 -2.243 3.989
C24 0.104 -1.259 3.233
O6 -0.694 -0.441 3.590
C25 0.752 -1.296 1.845
F1 0.823 -2.543 1.348
F2 2.012 -0.822 1.881
F3 0.077 -0.559 0.956
H45 -1.155 -4.005 4.942
H46 -1.560 -3.134 6.430
H47 -2.000 -2.471 4.850
H48 0.842 -2.857 5.913
H49 0.037 -1.304 5.774
C26 -2.836 -9.725 4.307
C27 -3.685 -8.717 3.562
O7 -4.104 -7.655 4.439
C28 -3.224 -6.675 4.631
O8 -2.133 -6.618 4.140
C29 -3.824 -5.599 5.540
F4 -4.471 -6.123 6.594
F5 -4.714 -4.838 4.878
F6 -2.884 -4.775 6.025
H50 -3.367 -10.097 5.185
H51 -2.586 -10.568 3.662
H52 -1.914 -9.274 4.658
H53 -4.595 -9.193 3.198
H54 -3.161 -8.316 2.693
C30 4.119 -9.598 3.695
C31 2.879 -8.848 4.137
O9 1.779 -9.754 4.338
C32 1.740 -10.377 5.516
O10 2.537 -10.242 6.396
C33 0.492 -11.262 5.597
F7 0.289 -11.963 4.468
F8 -0.617 -10.523 5.804
F9 0.564 -12.149 6.593
H55 3.908 -10.196 2.808
H56 4.926 -8.901 3.468
H57 4.461 -10.283 4.471
H58 2.568 -8.154 3.357
H59 3.064 -8.262 5.038
C34 3.890 -2.468 -2.201
C35 5.046 -1.686 -2.792
O11 6.195 -1.755 -1.929
C36 6.954 -2.843 -2.049
O12 6.750 -3.748 -2.805
C37 8.159 -2.750 -1.106
F10 7.812 -2.312 0.116
F11 9.083 -1.896 -1.583
F12 8.760 -3.933 -0.944
H60 3.673 -2.123 -1.188
H61 2.994 -2.352 -2.812
H62 4.129 -3.530 -2.133
H63 4.778 -0.633 -2.871
H64 5.293 -2.032 -3.796